{"formula": "C31H36BMgN7S", "method": "wB97M-V/def2-TZVPD", "elements": ["Mg", "C", "C", "C", "C", "C", "C", "N", "N", "B", "N", "C", "C", "C", "N", "C", "C", "C", "N", "C", "C", "C", "N", "C", "C", "C", "H", "H", "H", "H", "H", "H", "H", "H", "H", "H", "H", "H", "H", "H", "H", "H", "H", "H", "H", "H", "H", "H", "H", "H", "H", "H", "H", "H", "S", "C", "C", "C", "C", "C", "C", "N", "C", "C", "C", "C", "C", "C", "C", "H", "H", "H", "H", "H", "H", "H", "H"], "positions_angstrom": [[10.9806, 9.2955, 12.4007], [10.3550, 10.1154, 17.7070], [10.7617, 10.1901, 16.2407], [11.4239, 11.5724, 15.9614], [11.6490, 9.0191, 15.7964], [12.4040, 8.1168, 16.5632], [12.7924, 7.0735, 15.7487], [12.3473, 7.3297, 14.4788], [11.7063, 8.6629, 14.5814], [12.5757, 6.7128, 13.1047], [13.4664, 7.6557, 12.2953], [14.7179, 7.5407, 11.8649], [15.1599, 8.7289, 11.3140], [14.0981, 9.6445, 11.5424], [13.0350, 9.0162, 12.1593], [14.0573, 11.1169, 11.1701], [13.8357, 11.3177, 9.6637], [15.3723, 11.7619, 11.6055], [11.1345, 6.4088, 12.3974], [10.5107, 5.2049, 12.6306], [9.2560, 5.4221, 13.0408], [9.0514, 6.8290, 13.0755], [10.1303, 7.4471, 12.6311], [7.8498, 7.4744, 13.6666], [6.5726, 6.6836, 13.2490], [7.7466, 8.9065, 13.2954], [9.6474, 10.9367, 17.9366], [11.2218, 10.1690, 18.3652], [9.8975, 9.2176, 18.0083], [9.8634, 10.0982, 15.6287], [12.2742, 11.7215, 16.6637], [10.6153, 12.3065, 16.0289], [11.8962, 11.5080, 14.9459], [12.5716, 8.1641, 17.6428], [13.2920, 6.1231, 15.9355], [13.1526, 5.6639, 13.2392], [15.2315, 6.5906, 11.9649], [16.0943, 8.9335, 10.7327], [13.1962, 11.5294, 11.7551], [14.6798, 10.9273, 9.0278], [13.5725, 12.3527, 9.5412], [13.0418, 10.6312, 9.2636], [16.1692, 11.3002, 10.9685], [15.6380, 11.4892, 12.5884], [15.4394, 12.8621, 11.4808], [10.9883, 4.3064, 12.3362], [8.6336, 4.7266, 13.5332], [7.9810, 7.4063, 14.7785], [6.1401, 7.1623, 12.3614], [5.7866, 6.8432, 13.9738], [6.7139, 5.6190, 13.2500], [7.7712, 8.9733, 12.1837], [8.6242, 9.4252, 13.7065], [6.7623, 9.3231, 13.6774], [9.1632, 10.2648, 8.2204], [10.2470, 8.9337, 7.9638], [10.4677, 8.2163, 6.8192], [11.1575, 7.0017, 6.8717], [11.5990, 6.5181, 8.0741], [11.5142, 7.2557, 9.2812], [10.8206, 8.4832, 9.1852], [10.5794, 9.4133, 10.2326], [9.7367, 10.3767, 9.8919], [9.2295, 11.2860, 10.9658], [8.1456, 12.1481, 10.7155], [7.6040, 12.9729, 11.6761], [8.1797, 12.8920, 12.9412], [9.3047, 12.0702, 13.2017], [9.8513, 11.2017, 12.2698], [10.1265, 8.6200, 5.8788], [11.2350, 6.3858, 6.0024], [12.0125, 5.5008, 8.1602], [11.9142, 6.9421, 10.1827], [7.7288, 12.1662, 9.6866], [6.7604, 13.6705, 11.5142], [7.7971, 13.4834, 13.7682], [9.7481, 12.2427, 14.1297]], "forces_ev_per_a": [[0.15, 1.04, 0.34], [0.30, 1.13, 0.01], [0.94, -0.06, -0.10], [0.61, -1.44, -0.59], [0.30, 0.39, 2.18], [0.37, -0.97, 2.02], [-0.57, 0.22, -1.27], [-0.93, 3.57, 1.99], [-0.31, -2.91, -4.17], [-0.17, -0.78, -0.13], [-1.02, 2.57, 0.09], [0.19, -0.46, -0.50], [0.10, 0.80, -0.32], [-1.08, -1.04, 0.35], [3.11, -1.18, -1.57], [-0.50, -0.57, 0.57], [-0.31, -2.05, -0.46], [0.69, 0.08, -1.73], [-0.95, 1.40, 0.47], [0.99, 1.67, -0.60], [-0.73, 0.57, 0.82], [1.11, -0.72, -0.21], [1.01, -2.24, 0.19], [-0.71, -1.22, 0.47], [-0.07, 1.40, 0.76], [-0.76, 0.86, -0.30], [0.50, -0.31, -0.01], [0.16, 0.46, -0.02], [-0.86, -1.35, -0.04], [-0.05, 0.14, -0.12], [-0.79, 0.21, -0.22], [0.66, 0.30, 0.03], [-0.67, 0.50, 0.68], [-0.10, -0.07, -0.50], [-0.04, 0.48, 0.15], [-0.07, -0.03, -0.08], [-0.14, 0.14, -0.11], [-1.03, -0.32, 0.99], [0.54, -0.06, -0.61], [-0.22, 1.04, 0.85], [0.08, 0.38, -0.75], [0.05, 0.93, 0.66], [-0.44, 0.56, 0.37], [0.12, -0.10, 1.38], [-0.30, -0.64, 0.01], [0.59, -0.68, 0.35], [-0.73, -0.79, -0.19], [-0.10, -0.13, -0.73], [0.42, -0.77, -0.35], [-0.17, 0.20, 0.56], [0.06, -0.35, -0.68], [-0.08, 0.31, 0.67], [-0.63, 0.30, -0.15], [1.33, -0.14, -0.42], [0.68, 0.52, 0.66], [0.21, -0.94, 1.09], [0.22, -0.23, -0.93], [-0.84, 0.71, 0.03], [0.69, -0.65, 2.21], [-1.37, 1.57, -3.11], [-0.06, 1.06, 0.38], [-0.72, -0.20, -0.80], [0.37, -1.30, 0.94], [-0.06, 0.28, 0.63], [0.22, -0.41, -1.83], [-0.24, 0.15, 1.01], [0.70, -0.15, 0.15], [-1.56, 0.95, -1.59], [-0.08, -0.45, -1.25], [-0.19, -0.19, -0.21], [0.15, -0.10, -0.51], [-0.02, 0.60, -0.29], [0.63, -0.67, 1.51], [0.22, 0.05, 0.66], [0.59, -0.68, -0.17], [-0.03, 0.12, -0.16], [0.62, -0.29, 1.51]], "e_above_lowest_ev": 2.061, "e_homo_ev": -8.07, "energy_ha": -2209.43369, "lumo_ev": 0.2}